This record from OMol25 describes C13H18Cl2MoN2O as an isolated structure. The level of theory is wB97M-V/def2-TZVPD.

Computed properties:
- LUMO (alpha / beta) (eV) = -2.41 / -2.06
- E (eV) = -45694.966
- spin multiplicity = 3
- HOMO-LUMO gap (alpha / beta) (eV) = 3.8 / 3.9

Geometry (Å):
Mo -0.55 2.19 0.62
Cl 0.31 3.98 -0.67
Cl 0.29 2.82 2.66
C 2.14 0.16 -0.92
H 3.13 -0.33 -0.98
H 2.00 1.00 -0.22
C -0.28 0.86 -1.28
C 1.22 -0.22 -1.82
H -0.88 -0.02 -0.96
C 1.57 0.14 -3.28
H 0.79 -1.24 -1.67
C 1.25 1.59 -3.65
H 2.64 -0.05 -3.48
H 1.02 -0.49 -3.99
C -0.23 1.89 -3.69
H 1.73 2.30 -2.99
H 1.68 1.83 -4.63
C -1.01 1.49 -2.41
H -0.43 2.93 -3.90
H -0.65 1.38 -4.55
H -1.58 2.36 -2.07
H -1.79 0.81 -2.77
N -0.60 -3.26 5.16
C -1.58 -2.69 4.35
O -2.76 -2.84 4.59
C -1.08 -1.92 3.17
C 0.26 -1.86 2.75
C 0.63 -0.87 1.81
N -0.28 0.06 1.37
C -1.60 -0.17 1.58
C -2.03 -1.15 2.50
H -0.94 -3.63 6.04
H 0.34 -2.91 5.16
H 1.03 -2.55 3.12
H 1.63 -0.83 1.36
H -2.29 0.46 0.99
H -3.10 -1.21 2.70